[1]
This record from the OMol25 dataset describes 13 unconnected molecules or ions with the total composition C26H78O25 at a distorted geometry. The level of theory is the ωB97M-V functional and the def2-TZVPD basis.

Summary:
Energy relative to the best compared isomer or geometry (same formula, charge and spin)   51.7 kcal/mol
Kohn-Sham gap   9.57 eV
HOMO   -9.409 eV

Structure (XYZ):
```
129
Properties=species:S:1:pos:R:3:forces:R:3:mulliken_charge:R:1
C -3.454 4.370 0.453 -1.04 0.52 0.38 -1.049
C -3.937 3.206 -0.334 1.51 -2.08 -0.18 1.095
O -4.074 3.460 -1.690 -0.40 1.15 -1.87 -0.593
H -3.453 4.108 1.511 -0.16 0.07 0.06 0.178
H -4.246 5.092 0.252 0.32 0.75 0.44 0.382
H -2.470 4.785 0.233 -0.12 -0.25 -0.49 0.265
H -4.884 2.778 -0.006 -0.02 0.14 0.79 0.170
H -3.166 2.435 -0.355 0.01 -0.55 1.09 -0.746
H -3.913 2.631 -2.145 -0.08 0.20 -0.21 0.325
C 2.560 -3.812 -1.649 -0.85 0.80 2.06 0.043
C 1.448 -4.001 -0.524 0.40 -0.65 -0.15 -0.533
O 0.169 -3.499 -0.913 -0.07 -0.61 -0.65 -0.534
O 3.810 -4.349 -1.266 0.09 -0.36 -0.03 -0.608
H 2.658 -2.728 -1.706 -0.05 0.19 -0.85 -0.063
H 2.274 -4.285 -2.588 -0.19 0.23 0.14 0.272
H 1.581 -3.581 0.473 1.24 0.52 -0.12 0.238
H 1.421 -5.061 -0.271 -0.63 -0.20 -0.47 0.367
H 0.223 -2.541 -0.875 0.15 0.32 -0.14 0.155
H 4.234 -3.746 -0.651 -0.05 -0.03 0.11 0.360
C 0.463 2.811 -5.215 0.88 1.24 1.03 -0.826
C 0.786 1.443 -4.687 -0.65 0.40 -0.52 0.018
O 2.067 1.294 -4.183 1.06 -0.49 0.21 -0.360
O 0.380 3.806 -4.142 -0.42 -0.97 -0.44 -0.515
H -0.452 2.727 -5.802 -0.10 0.36 -0.03 0.370
H 1.325 3.160 -5.784 -0.17 -0.37 -0.73 0.366
H 0.743 0.839 -5.593 -0.32 -0.60 0.30 0.331
H 0.064 1.174 -3.916 -0.48 -0.32 -0.25 0.254
H 2.159 1.854 -3.408 0.07 0.52 0.31 0.195
H 0.530 4.658 -4.558 -0.06 0.07 0.10 0.285
C -1.467 -3.529 1.830 -0.87 0.09 1.43 0.956
C -1.270 -4.753 2.708 -0.04 -0.44 0.78 -0.831
O -0.186 -5.584 2.308 0.10 -0.17 -0.56 -0.540
O -2.158 -3.874 0.658 0.51 -0.07 -0.74 -0.447
H -0.533 -2.977 1.729 0.15 -0.11 -0.55 -0.096
H -2.176 -2.840 2.288 0.23 0.08 0.81 -0.356
H -2.217 -5.291 2.762 -0.12 -0.26 -0.46 0.325
H -1.052 -4.600 3.765 0.00 1.05 0.04 0.335
H -0.507 -6.385 1.888 -0.10 0.13 -0.11 0.302
H -1.490 -3.827 -0.030 0.20 -0.32 -0.66 0.392
C -1.545 -2.249 -3.802 0.17 1.08 -1.37 0.043
C -1.672 -1.782 -5.313 -1.29 -1.32 1.92 -0.428
O -1.578 -2.864 -6.203 0.70 -0.38 -0.56 -0.584
O -1.728 -1.048 -3.034 0.19 -0.71 0.07 -0.289
H -0.560 -2.692 -3.650 0.14 0.08 0.11 0.095
H -2.275 -2.993 -3.482 -0.26 -0.03 -0.40 0.376
H -0.933 -1.007 -5.519 -0.09 -0.19 -0.13 -0.072
H -2.704 -1.441 -5.393 0.14 0.96 0.03 0.378
H -2.433 -3.301 -6.222 0.06 -0.05 -0.02 0.349
H -0.914 -0.988 -2.529 0.00 0.57 0.39 0.176
C 4.034 -1.899 -5.434 -0.01 -0.51 0.41 -0.556
C 5.164 -1.836 -4.418 -1.35 0.43 -0.26 -0.305
O 5.392 -0.443 -4.086 0.55 -0.55 -0.57 -0.480
O 2.829 -1.448 -4.894 -0.53 0.27 0.24 -0.316
H 3.826 -2.938 -5.691 0.38 -0.15 -0.12 0.354
H 4.304 -1.369 -6.347 0.11 0.21 -0.11 0.335
H 5.972 -2.385 -4.901 0.62 0.33 0.52 0.462
H 4.801 -2.266 -3.484 0.28 -0.74 -0.13 0.094
H 6.289 -0.405 -3.744 0.06 0.22 0.07 0.272
H 3.005 -0.616 -4.449 -0.23 0.58 -0.03 0.189
C -4.847 -2.011 -1.139 -1.71 -1.39 -0.15 -0.001
C -5.494 -3.441 -0.957 1.46 0.55 1.40 -0.377
O -5.593 -4.155 -2.149 -0.15 0.17 -1.25 -0.544
O -4.941 -1.350 0.118 0.19 -0.05 -0.07 -0.525
H -5.556 -1.553 -1.829 0.24 0.43 -0.42 0.432
H -3.836 -1.964 -1.544 0.02 -0.43 0.00 -0.015
H -6.457 -3.309 -0.464 -0.26 0.28 -0.14 0.283
H -4.891 -4.032 -0.268 0.27 0.23 0.31 0.164
H -5.672 -5.094 -1.963 0.03 0.11 0.09 0.332
H -4.646 -0.455 -0.062 0.04 0.17 0.28 0.192
C -3.521 -0.282 3.780 0.70 0.13 0.86 -0.401
C -3.804 1.061 3.112 0.11 -0.72 0.19 -0.473
O -2.641 1.579 2.504 0.13 0.61 0.27 0.726
O -2.472 -0.223 4.829 -1.13 0.13 -1.23 -0.481
H -3.148 -1.009 3.059 -0.04 0.06 -0.05 -0.248
H -4.447 -0.657 4.218 -0.05 -0.15 -0.03 0.529
H -4.224 1.738 3.855 0.35 0.40 0.03 0.464
H -4.572 0.947 2.347 -0.25 -0.31 -0.03 0.238
H -2.106 0.819 2.267 0.20 -0.26 -0.36 -0.500
H -2.874 0.213 5.583 0.00 0.08 0.15 0.273
C -0.812 4.299 5.714 0.50 -1.67 0.19 -0.962
C -1.250 3.302 4.607 -1.25 1.80 2.01 0.951
O -0.856 3.811 3.388 0.89 -0.18 -0.98 -0.588
O 0.570 4.092 6.018 0.56 0.56 -0.21 -0.499
H -1.380 4.074 6.617 -0.34 0.13 0.04 0.405
H -0.943 5.352 5.467 -0.05 -0.19 -0.32 0.327
H -2.339 3.307 4.650 -0.41 -0.17 0.01 0.158
H -0.960 2.294 4.903 0.57 -0.20 -0.40 -0.342
H -1.323 3.308 2.717 -0.18 -0.18 -0.27 0.114
H 0.699 3.457 6.726 -0.32 -0.01 -0.05 0.280
C 2.828 3.474 3.394 -0.45 -1.28 -0.39 -0.866
C 2.041 2.361 2.615 0.86 1.76 -1.01 0.104
O 2.882 1.304 2.148 -0.89 -0.29 1.37 -0.573
O 3.823 4.081 2.525 -0.91 -0.48 0.63 -0.512
H 3.307 2.988 4.244 0.35 -0.17 0.01 0.362
H 2.143 4.189 3.851 -0.18 0.22 -0.46 0.369
H 1.644 2.800 1.699 -0.17 0.64 -0.09 0.309
H 1.124 2.061 3.121 0.52 -0.54 0.55 0.139
H 3.462 1.679 1.482 0.46 -0.02 -0.35 0.319
H 4.305 4.672 3.107 0.21 0.15 -0.16 0.302
C 4.262 2.421 -2.140 0.39 -0.83 -0.77 -0.696
C 4.644 1.258 -1.229 0.50 1.82 0.14 0.143
O 4.702 1.781 0.123 -0.39 -0.73 -0.29 -0.426
O 2.877 2.743 -2.089 0.65 0.36 0.62 -0.757
H 4.527 2.169 -3.167 -0.25 -0.21 -0.18 0.353
H 4.862 3.301 -1.910 0.05 0.01 0.28 0.489
H 5.641 0.964 -1.557 -0.03 -0.48 0.15 0.345
H 3.928 0.440 -1.306 0.12 0.02 0.22 -0.129
H 5.596 2.055 0.341 0.01 -0.01 -0.06 0.211
H 2.874 3.463 -1.454 -0.85 0.13 0.06 0.284
C 1.139 -0.297 5.155 -0.35 -1.06 0.25 -0.404
C 0.602 -0.879 3.792 -1.07 0.67 2.18 0.345
O 1.542 -1.199 2.875 1.64 -0.53 -1.05 -0.577
O 1.814 -1.249 6.022 -0.21 0.01 -0.89 -0.601
H 0.267 0.077 5.691 -0.18 0.19 -0.11 0.364
H 1.833 0.528 4.997 0.01 0.15 -0.38 0.022
H -0.010 -0.080 3.373 -0.58 0.34 0.20 -0.246
H -0.053 -1.740 3.925 0.02 0.01 0.42 0.369
H 2.000 -0.366 2.746 0.90 0.10 -0.67 0.343
H 1.561 -1.097 6.935 -0.11 0.11 -0.14 0.323
C -0.426 0.784 0.217 0.10 -1.72 -1.29 0.260
C 0.916 0.279 -0.415 -1.53 0.73 1.63 -0.119
O 0.551 -0.488 -1.558 0.34 -0.13 0.02 0.805
O -1.265 -0.342 0.599 0.61 0.74 0.79 0.379
H -0.962 1.284 -0.590 0.04 0.63 0.15 0.093
H -0.284 1.409 1.099 0.05 -0.06 -0.13 -0.406
H 1.397 -0.339 0.343 0.26 -0.16 -0.18 0.036
H 1.520 1.162 -0.624 0.15 -0.18 -0.38 0.004
H 1.098 -0.251 -2.310 0.29 0.06 -0.22 -0.525
H -1.441 -0.917 -0.149 -0.06 0.09 -0.29 -0.121
```
Positions in Å, forces in eV/Å.

***

[2]
This record from the OMol25 dataset describes 14 unconnected molecules or ions with the total composition C26H80N2O15P at a distorted geometry. The level of theory is the ωB97M-V functional and the def2-TZVPD basis.

Summary:
Kohn-Sham gap (spin up / spin down)   8.34 / 8.44 eV
HOMO (spin up / spin down)   -7.997 / -8.094 eV
Multiplicity   2

Structure (XYZ):
```
124
Properties=species:S:1:pos:R:3:forces:R:3:mulliken_spin:R:1
C 1.874 -0.249 3.308 -0.12 0.04 -0.40 0.000
C 0.927 0.694 2.540 0.56 0.05 0.32 -0.001
C 1.215 0.822 1.034 -0.48 -0.15 -0.10 -0.001
C 1.601 2.256 0.693 -0.07 -0.16 0.35 0.000
C 0.074 0.246 0.147 0.49 -0.71 -0.02 0.038
P 0.763 0.242 -1.593 0.44 1.30 -0.98 0.001
N -0.334 -0.689 -2.532 0.47 -0.56 0.22 0.006
O 2.112 -0.751 -1.500 -0.43 -0.45 0.92 0.000
C -0.197 -1.235 0.556 -0.42 0.83 -0.24 -0.020
C -1.572 -1.630 1.130 0.42 -1.40 0.01 0.038
C -1.876 -3.035 0.562 -0.09 0.67 -0.15 0.009
C -1.537 -1.802 2.663 -0.20 0.43 -0.16 0.040
N -2.674 -0.762 0.694 0.29 0.29 1.16 0.339
O -3.821 -1.130 1.132 0.09 -0.05 -0.43 0.545
C -2.476 0.695 0.683 -0.46 1.22 -0.50 0.016
C -3.617 1.279 -0.185 -0.13 -0.38 0.40 0.010
C -2.608 1.337 2.087 -0.07 -0.31 -0.20 0.060
C -1.166 1.145 0.010 -0.34 -1.04 -0.15 -0.008
H 2.673 -0.607 2.665 0.16 -0.07 -0.11 0.000
H 2.352 0.271 4.128 0.03 -0.05 0.35 0.000
H 1.360 -1.124 3.689 -0.03 -0.10 0.22 0.000
H -0.095 0.413 2.747 -0.21 -0.06 -0.13 0.002
H 1.055 1.680 2.977 -0.15 0.25 0.06 0.000
H 2.079 0.193 0.829 0.23 -0.09 -0.04 0.000
H 1.733 2.422 -0.368 0.05 0.05 -0.18 0.000
H 2.522 2.498 1.218 0.23 0.08 0.01 0.000
H 0.840 2.931 1.068 -0.16 0.26 -0.10 0.000
H -0.078 -1.677 -2.470 -0.33 0.02 0.08 0.000
H -0.153 -0.430 -3.501 -0.13 0.26 0.06 0.000
H 2.052 -1.313 -0.703 0.15 0.13 -0.39 0.000
H -0.034 -1.868 -0.314 -0.08 -0.15 -0.16 -0.008
H 0.546 -1.551 1.278 0.20 -0.04 0.21 -0.003
H -2.736 -3.464 1.054 -0.19 -0.17 0.04 0.001
H -2.092 -2.913 -0.495 -0.03 -0.18 -0.24 -0.008
H -1.011 -3.676 0.673 0.18 -0.20 0.13 0.000
H -0.591 -2.232 2.968 0.21 -0.21 0.00 0.001
H -2.333 -2.476 2.949 -0.22 -0.05 0.20 -0.002
H -1.664 -0.874 3.208 0.00 0.13 0.05 -0.003
H -3.287 2.207 -0.638 0.01 0.16 -0.13 0.002
H -3.935 0.564 -0.934 0.18 -0.01 -0.38 -0.010
H -4.489 1.483 0.423 -0.21 0.03 0.13 -0.001
H -1.671 1.728 2.460 0.22 -0.14 0.23 -0.006
H -3.284 2.179 2.049 -0.10 0.28 -0.09 -0.002
H -3.058 0.646 2.788 0.00 -0.13 0.21 -0.017
H -0.993 2.156 0.342 0.29 0.24 0.08 -0.003
H -1.381 1.236 -1.054 -0.08 0.05 -0.19 -0.014
C 2.783 -3.487 -3.771 0.01 0.19 0.37 0.000
O 3.473 -3.607 -2.527 -0.04 -0.10 -0.03 0.000
H 3.090 -4.310 -4.409 0.04 -0.03 0.03 0.000
H 1.702 -3.541 -3.617 -0.03 0.00 -0.19 0.000
H 3.037 -2.544 -4.259 -0.08 -0.03 -0.12 0.000
H 3.186 -2.869 -1.980 0.08 0.08 -0.10 0.000
C 0.467 4.814 -1.805 -0.29 0.11 0.03 0.000
O -0.473 4.161 -0.952 0.00 0.14 -0.03 0.000
H 1.445 4.373 -1.637 -0.03 -0.09 0.05 0.000
H 0.189 4.673 -2.852 0.13 0.03 -0.05 0.000
H 0.511 5.883 -1.579 0.07 0.01 -0.07 0.000
H -1.333 4.563 -1.118 0.05 -0.07 0.03 0.000
C -3.201 2.234 5.717 0.14 0.29 -0.05 0.000
O -3.127 3.105 4.597 -0.06 0.02 0.06 0.000
H -3.637 1.290 5.396 -0.02 0.03 -0.11 0.000
H -2.201 2.040 6.116 -0.05 -0.11 0.12 0.000
H -3.827 2.662 6.504 0.02 -0.10 0.07 0.000
H -2.731 3.930 4.904 0.08 -0.08 -0.01 0.000
C -0.705 2.467 -5.356 0.04 -0.23 -0.09 0.000
O 0.250 1.435 -5.114 0.05 -0.11 0.03 0.000
H -1.109 2.772 -4.393 0.05 -0.04 0.04 0.000
H -0.233 3.328 -5.835 -0.07 0.05 0.02 0.000
H -1.508 2.091 -5.993 0.03 0.25 0.05 0.000
H 0.604 1.161 -5.967 -0.03 0.01 0.08 0.000
C 2.708 -3.627 5.239 0.27 0.18 0.10 0.000
O 2.984 -2.415 5.943 -0.02 0.04 -0.02 0.000
H 1.629 -3.762 5.213 -0.02 0.07 0.03 0.000
H 3.086 -3.569 4.215 -0.06 -0.12 -0.03 0.000
H 3.164 -4.478 5.747 -0.05 -0.10 -0.13 0.000
H 3.940 -2.305 5.962 -0.09 -0.02 0.03 0.000
C 4.308 -2.533 -7.322 -0.04 -0.23 0.06 0.000
O 3.257 -3.464 -7.090 0.08 0.01 -0.08 0.000
H 3.863 -1.542 -7.369 -0.04 0.00 0.01 0.000
H 5.038 -2.554 -6.509 0.03 0.07 -0.02 0.000
H 4.814 -2.738 -8.269 0.04 0.07 0.00 0.000
H 3.649 -4.342 -7.047 -0.10 0.06 0.01 0.000
C -3.617 1.527 -8.725 0.03 -0.09 0.18 0.000
O -2.635 1.169 -7.755 -0.15 0.00 -0.04 0.000
H -3.092 1.891 -9.604 0.04 0.00 0.00 0.000
H -4.220 0.661 -9.007 -0.03 0.04 -0.06 0.000
H -4.270 2.318 -8.349 -0.03 0.01 -0.07 0.000
H -3.102 0.837 -6.981 0.07 -0.06 -0.08 0.000
C 2.841 -7.107 6.873 -0.04 -0.14 -0.26 0.000
O 3.689 -7.065 5.729 -0.05 -0.02 0.09 0.000
H 3.202 -6.374 7.590 0.05 0.03 -0.03 0.000
H 1.813 -6.858 6.597 -0.03 0.01 0.14 0.000
H 2.860 -8.095 7.341 -0.03 0.03 0.07 0.000
H 3.360 -7.716 5.101 0.09 0.08 0.01 0.000
C -0.712 7.422 0.962 0.09 0.31 -0.10 0.000
O -0.649 8.229 -0.212 -0.01 -0.08 0.02 0.000
H -1.108 6.451 0.678 0.02 -0.02 -0.03 0.000
H 0.286 7.287 1.387 -0.05 -0.10 0.10 0.000
H -1.373 7.874 1.706 0.02 -0.10 0.08 0.000
H -0.296 9.089 0.038 -0.04 -0.07 -0.06 0.000
C 0.216 5.630 5.971 -0.02 -0.18 0.00 0.000
O -0.765 4.617 6.186 0.00 -0.02 -0.07 0.000
H -0.294 6.589 5.990 -0.04 0.00 0.01 0.000
H 0.972 5.615 6.759 0.03 0.06 -0.02 0.000
H 0.701 5.505 5.000 0.03 0.07 0.00 0.000
H -0.312 3.767 6.170 -0.09 0.05 0.02 0.000
C 4.482 0.018 8.185 -0.16 0.08 -0.28 0.000
O 4.332 1.158 7.342 0.03 -0.05 0.01 0.000
H 4.855 0.362 9.146 0.02 0.05 -0.01 0.000
H 3.522 -0.481 8.330 0.06 -0.10 0.06 0.000
H 5.201 -0.687 7.757 0.01 -0.06 0.11 0.000
H 3.999 0.850 6.493 0.00 0.05 0.08 0.000
C -0.910 -2.220 -6.388 -0.09 0.12 0.34 0.000
O -0.859 -2.869 -5.116 0.00 0.02 0.02 0.000
H -0.551 -2.920 -7.136 0.02 -0.04 0.03 0.000
H -1.936 -1.933 -6.627 0.04 0.00 -0.16 0.000
H -0.269 -1.334 -6.386 0.00 0.01 -0.13 0.000
H -1.183 -2.242 -4.460 -0.05 -0.09 -0.04 0.000
C -3.945 -4.508 -6.318 -0.15 0.08 -0.30 0.000
O -4.096 -3.448 -7.265 0.01 -0.06 0.06 0.000
H -3.440 -4.110 -5.442 0.04 0.06 -0.04 0.000
H -4.926 -4.895 -6.029 0.07 -0.08 0.11 0.000
H -3.341 -5.314 -6.741 0.01 -0.06 0.12 0.000
H -4.539 -3.816 -8.036 0.05 0.11 0.04 0.000
```
Positions in Å, forces in eV/Å.